Entry from OMol25: C19H20BCl3CuN11OSi as an isolated structure (ωB97M-V/def2-TZVPD).

The relative energy (zero: lowest compared OMol25 entry of this formula, charge and spin) comes out at 0.857 eV. The maximum force comes out at 1.1 eV/Å. The calculation puts the HOMO-LUMO gap at 6.30 eV. The calculation puts the HOMO energy at -8.01 eV.

Cartesian coordinates (Å):
Cu -0.4215 -1.0780 -0.8609
C 0.1187 -3.5411 1.9692
C 0.1646 -2.0541 2.1385
C 0.4395 -1.3261 3.3064
C 0.2783 -0.0067 2.9555
N -0.0647 0.0462 1.6532
N -0.1300 -1.2203 1.1423
B -0.5023 1.2922 0.7969
N -1.9548 0.9881 0.2773
C -3.1711 1.4725 0.6050
C -4.1247 0.8065 -0.1286
C -3.4039 -0.1172 -0.9011
C -3.8993 -1.1351 -1.8774
N -2.1060 -0.0011 -0.6478
N 0.4254 1.5122 -0.4469
C 1.0471 2.6488 -0.8184
C 1.6880 2.4183 -2.0117
C 1.4027 1.0799 -2.3263
C 1.7988 0.2985 -3.5330
N 0.6412 0.5417 -1.3775
N -0.3816 2.5649 1.6524
C -1.2264 3.5596 2.0241
C -0.5223 4.4639 2.7743
C 0.7905 3.9478 2.8182
C 1.9986 4.5182 3.4980
N 0.8693 2.8140 2.1426
H 0.2270 -4.0305 2.9369
H 0.9194 -3.8869 1.3188
H -0.8325 -3.8454 1.5291
H 0.7033 -1.7144 4.2796
H 0.3898 0.8859 3.5474
H -3.3030 2.2446 1.3395
H -5.1936 0.9588 -0.1083
H -4.9070 -0.8910 -2.2127
H -3.9218 -2.1279 -1.4231
H -3.2383 -1.1792 -2.7448
H 1.0035 3.5410 -0.2155
H 2.2776 3.1184 -2.5847
H 2.3745 0.9186 -4.2201
H 0.9167 -0.0744 -4.0572
H 2.4087 -0.5536 -3.2601
H -2.2559 3.5935 1.7189
H -0.8989 5.3682 3.2288
H 1.7357 5.4130 4.0616
H 2.7654 4.7803 2.7676
H 2.4329 3.7885 4.1826
O 0.5922 -2.8856 -1.7320
N 1.7190 -3.2181 -1.0279
C 2.7270 -3.4046 -1.7708
C 2.7500 -3.3641 -3.2212
N 2.7737 -3.3322 -4.3667
C 3.9744 -3.7160 -1.1011
N 4.9830 -3.9955 -0.6314
Cl 0.5688 -5.6341 -3.0005
Si -0.4277 -3.9409 -2.5448
Cl -1.9797 -4.3675 -1.3399
Cl -1.0384 -2.9427 -4.1724


Entry from OMol25: C19H20BF2LuN4O as an isolated structure (ωB97M-V/def2-TZVPD).

The relative energy (zero: lowest compared OMol25 entry of this formula, charge and spin) comes out at 0.000 eV. The maximum force comes out at 2.6 eV/Å. The calculation puts the HOMO-LUMO gap at 6.25 eV. The calculation puts the HOMO energy at -6.29 eV.

Cartesian coordinates (Å):
Lu 0.9914 0.4767 -0.3090
C -0.9788 0.3192 2.0099
C -0.4117 1.7521 1.9925
C -0.7590 2.6419 0.8493
C -1.5331 3.7810 1.0523
C -1.7812 4.6574 0.0108
C -1.2358 4.3891 -1.2338
C -0.4773 3.2418 -1.3732
N -0.2523 2.3880 -0.3755
N -0.1441 -0.7193 1.3432
C 0.9077 -1.2567 2.2098
C 2.0179 -1.8917 1.3957
C 2.9002 -2.7911 1.9714
C 3.9203 -3.3182 1.1999
C 4.0221 -2.9456 -0.1315
C 3.1015 -2.0480 -0.6371
N 2.1226 -1.5289 0.1119
C -0.9913 -1.7895 0.8038
C -1.6894 -1.3361 -0.4608
C -2.6950 -2.0849 -1.0169
C -3.2717 -1.6779 -2.2335
C -2.7775 -0.4995 -2.8216
C -1.7675 0.1947 -2.2115
N -1.2014 -0.1960 -1.0186
H -1.9516 0.3047 1.5141
H -1.1385 0.0164 3.0505
H 0.9337 1.6275 1.8887
H -0.6666 2.2550 2.9204
H -1.9325 3.9688 2.0407
H -2.3874 5.5394 0.1701
H -1.3799 5.0487 -2.0770
H -0.0111 2.9912 -2.3205
H 0.4968 -1.9874 2.9191
H 1.3448 -0.4294 2.7717
H 2.7848 -3.0650 3.0119
H 4.6241 -4.0180 1.6312
H 4.7968 -3.3408 -0.7725
H 3.1279 -1.7272 -1.6708
H -1.7306 -2.1201 1.5446
H -0.3591 -2.6498 0.5670
H -3.0239 -2.9878 -0.5150
H -4.0609 -2.2511 -2.6986
H -3.1700 -0.1365 -3.7621
H -1.3645 1.0902 -2.6670
O 1.9490 1.3125 1.2050
F 1.6801 1.3362 -3.6506
B 1.6116 0.3063 -2.7625
F 1.8104 -0.8424 -3.4656


Entry from OMol25: C19H20BN10OOsS as an isolated structure (ωB97M-V/def2-TZVPD).

The relative energy (zero: lowest compared OMol25 entry of this formula, charge and spin) comes out at 1.752 eV. The maximum force comes out at 1.9 eV/Å. The calculation puts the HOMO-LUMO gap (alpha / beta) at 6.70 / 3.14 eV. The charge is +2. The calculation puts the HOMO energy (alpha / beta) at -13.32 / -13.33 eV. The expectation value of S² is 8.797. The spin multiplicity is 6.

Cartesian coordinates (Å):
Os 0.3865 -0.3805 -0.8384
C 0.5511 -0.4354 3.5277
C 0.1651 0.1816 2.3410
N 0.5418 -0.5424 1.2922
N 1.1907 -1.6587 1.7919
C 1.1924 -1.5910 3.1279
B 1.7304 -2.6669 0.7263
N 0.4912 -3.1797 -0.1073
C 0.0380 -4.4271 -0.2660
C -1.0996 -4.4031 -1.0568
C -1.2981 -3.0634 -1.3753
N -0.3571 -2.3248 -0.8021
N 2.7710 -1.8871 -0.1716
C 4.0661 -2.1415 -0.3782
C 4.5954 -1.1694 -1.2128
C 3.5340 -0.3202 -1.5068
N 2.4406 -0.7365 -0.8798
N 2.4396 -3.8911 1.2457
C 2.7558 -4.3876 2.4665
C 3.4322 -5.5904 2.2667
C 3.4752 -5.7357 0.8756
N 2.8821 -4.7203 0.2554
H 0.3905 -0.0944 4.5329
H -0.3615 1.1086 2.2010
H 1.6309 -2.3308 3.7690
H 0.5241 -5.2735 0.1815
H -1.6956 -5.2416 -1.3640
H -2.0641 -2.6095 -1.9797
H 4.5624 -2.9827 0.0681
H 5.6074 -1.0941 -1.5631
H 3.5128 0.5560 -2.1307
H 2.5220 -3.9282 3.4081
H 3.8241 -6.2437 3.0244
H 3.9101 -6.5318 0.2954
N -1.0545 3.7484 -2.1829
C -1.6099 3.1018 -1.1562
S -1.1717 1.5549 -0.6719
N -2.6234 3.7000 -0.4425
C -3.3913 4.7947 -0.7176
C -4.0923 5.3496 0.3890
C -4.8894 6.4341 0.2044
C -5.0288 6.9890 -1.0802
C -4.3609 6.4206 -2.1825
C -3.5520 5.3366 -2.0209
H -0.2669 3.2994 -2.6269
H -1.0596 4.7588 -2.2077
H -2.8468 3.2155 0.4194
H -3.9783 4.9212 1.3762
H -5.4121 6.8654 1.0445
H -5.6654 7.8499 -1.2257
H -4.5003 6.8331 -3.1704
H -3.0980 4.8778 -2.8837
O 0.3141 -0.3139 -2.6292


Entry from OMol25: C19H20CdN2P as an isolated structure (ωB97M-V/def2-TZVPD).

The relative energy (zero: lowest compared OMol25 entry of this formula, charge and spin) comes out at 0.805 eV. The maximum force comes out at 1.2 eV/Å. The calculation puts the HOMO-LUMO gap at 4.56 eV. The charge is -1. The calculation puts the HOMO energy at -1.72 eV.

Cartesian coordinates (Å):
Cd 0.4323 1.7146 2.5336
C -0.5992 -4.9128 -0.7817
C -0.4192 -3.9182 -1.7358
C -0.3320 -2.5897 -1.3576
C -0.4232 -2.2228 -0.0120
C -0.6111 -3.2300 0.9343
C -0.6969 -4.5617 0.5568
P -0.2185 -0.5014 0.5920
C -0.9574 0.3991 -0.8355
C -2.2357 0.0270 -1.2643
C -2.9081 0.7587 -2.2279
C -2.3166 1.8834 -2.7885
C -1.0469 2.2571 -2.3776
C -0.3798 1.5349 -1.4001
C 1.5784 -0.1991 0.3671
C 2.4678 -1.1751 -0.0774
C 3.8217 -0.8755 -0.1317
C 4.2493 0.4018 0.2070
C 3.3343 1.3659 0.6111
C 1.9669 1.0974 0.7584
H -0.6662 -5.9518 -1.0792
H -0.3298 -4.1870 -2.7820
H -0.1759 -1.8233 -2.1067
H -0.6897 -2.9542 1.9800
H -0.8383 -5.3301 1.3073
H -2.7034 -0.8511 -0.8330
H -3.9004 0.4559 -2.5419
H -2.8470 2.4627 -3.5348
H -0.5779 3.1280 -2.8223
H 0.6058 1.8351 -1.0667
H 2.1240 -2.1603 -0.3680
H 4.5336 -1.6363 -0.4318
H 5.3086 0.6369 0.1705
H 3.7126 2.3592 0.8428
C 0.2429 1.5960 4.6941
H 1.2861 1.7984 5.0062
H 0.1191 0.5062 4.8425
N -2.1673 3.2972 1.0238
N -0.9243 3.9561 1.2405
H -2.9417 3.9437 0.9499
H -2.3326 2.6780 1.8060
H -1.0270 4.8011 1.7886
H -0.5174 4.1859 0.3443


Entry from OMol25: the molecule C19H20Cl2N4O2 (ωB97M-V/def2-TZVPD).

The relative energy (zero: lowest compared OMol25 entry of this formula, charge and spin) comes out at 0.000 eV. The maximum force comes out at 1.3 eV/Å. The calculation puts the HOMO-LUMO gap at 7.83 eV. The calculation puts the HOMO energy at -7.26 eV.

Cartesian coordinates (Å):
C 4.0554 3.4579 -0.4537
C 3.0152 2.6234 0.2339
C 2.0477 3.3605 1.1142
C 0.6309 3.2323 0.5295
O 0.1331 4.1148 -0.1337
N 0.0624 2.0499 0.8432
C -1.2338 1.5958 0.5476
C -2.0491 2.1874 -0.4091
C -3.3120 1.6899 -0.6551
C -3.8199 0.5893 0.0505
N -5.0680 0.0893 -0.2189
C -6.0214 0.8761 -0.9623
C -5.5324 -1.1197 0.4121
C -2.9908 0.0152 1.0254
C -1.7234 0.5034 1.2571
N 2.8480 1.3657 0.1414
N 3.6817 0.5835 -0.5820
C 3.4291 -0.7248 -0.8561
O 4.2697 -1.4187 -1.3856
C 2.0458 -1.2022 -0.5500
C 0.9524 -0.5811 -1.1449
C -0.3208 -1.1045 -1.0206
C -0.5009 -2.2623 -0.2790
Cl -2.0681 -2.9534 -0.1475
C 0.5627 -2.8838 0.3544
C 1.8348 -2.3531 0.2067
Cl 3.1580 -3.1230 0.9899
H 4.8207 3.7618 0.2611
H 4.5339 2.9371 -1.2805
H 3.5824 4.3571 -0.8430
H 2.0580 2.9443 2.1220
H 2.3058 4.4174 1.1552
H 0.6318 1.3947 1.3606
H -1.6913 3.0414 -0.9593
H -3.9050 2.1651 -1.4188
H -6.0223 1.9151 -0.6224
H -5.8036 0.8606 -2.0360
H -7.0201 0.4720 -0.8124
H -6.4066 -1.4885 -0.1213
H -5.8071 -0.9638 1.4632
H -4.7624 -1.8905 0.3617
H -3.3370 -0.8135 1.6196
H -1.1029 0.0348 2.0089
H 4.5873 0.9326 -0.8944
H 1.1034 0.3127 -1.7295
H -1.1615 -0.6264 -1.4964
H 0.4120 -3.7760 0.9404


The highest relative energy (zero: lowest compared OMol25 entry of this formula, charge and spin) belongs to which entry?
C19H20BN10OOsS


Look up the relative energy (zero: lowest compared OMol25 entry of this formula, charge and spin) of the fifth one.
0.000 eV